Record 1
ORCA calculation (the ωB97M-V functional and the def2-TZVPD basis) on the molecule C23H25N5O4.

Results
ΔE to the lowest compared entry with this formula, charge and spin (kcal per mole): 4.1
Largest force on an atom (Eh/bohr): 0.013
SMILES string: COc1ccc(NC(=O)Nc2cc(NC(=O)Nc3ccc(OC)cc3)c(C)nc2C)cc1
LUMO energy (eV): 0.45
HOMO-LUMO gap (eV): 8.3
Spin multiplicity: 1
Molar mass (g/mol): 435.48

Each line ends with the natural charge from an NBO analysis.
Geometry (Å):
O1 2.4784 4.7461 0.1573  -0.492
O2 -2.4263 -2.3759 -2.6132  -0.632
O3 1.1710 2.6877 -4.7387  -0.496
O4 3.0938 -1.2310 2.6483  -0.626
N1 -2.2007 -3.7421 3.0762  -0.413
N2 1.0804 -0.2477 2.1345  -0.629
N3 -2.4020 -2.7446 -0.4043  -0.631
N4 -1.2318 -0.9397 -1.2842  -0.613
N5 1.1821 -2.4062 2.9006  -0.642
C1 1.5358 5.7837 0.0481  -0.252
C2 -0.1162 -2.7610 2.5191  0.107
C3 -0.1745 0.6656 -4.4595  -0.294
C4 -2.0105 -2.0290 -1.5288  0.795
C5 1.4639 1.0226 1.6890  0.122
C6 -0.9736 -3.3950 3.4269  0.184
C7 2.7478 1.2992 1.2252  -0.211
C8 1.8903 -1.2752 2.5430  0.795
C9 3.0447 2.5502 0.7330  -0.230
C10 0.5026 2.0261 1.6570  -0.253
C11 -2.6618 -3.5034 1.8640  0.193
C12 0.6633 1.9130 -2.5906  -0.204
C13 -1.8686 -2.8919 0.8706  0.125
C14 -0.7732 -0.2319 -3.5917  -0.217
C15 2.0769 3.5554 0.6843  0.270
C16 -0.5402 -3.7144 4.8226  -0.649
C17 0.5487 1.7475 -3.9715  0.274
C18 0.0657 1.0216 -1.7287  -0.188
C19 -0.5702 -2.5327 1.2205  -0.268
C20 -4.0702 -3.9337 1.5903  -0.657
C21 1.1057 2.5601 -6.1377  -0.251
C22 -0.6616 -0.0617 -2.2189  0.102
C23 0.7999 3.2841 1.1604  -0.255
H1 -4.5173 -4.2699 2.5207  0.246
H2 -0.4974 1.8250 2.0192  0.207
H3 -1.3993 -4.0544 5.3923  0.241
H4 -1.3326 -1.0646 -3.9829  0.254
H5 1.1608 6.0932 1.0294  0.174
H6 3.5027 0.5325 1.2616  0.253
H7 0.0737 2.6147 -6.4997  0.174
H8 0.1190 -2.1326 0.4918  0.237
H9 -4.6571 -3.1115 1.1839  0.222
H10 -3.1243 -3.4144 -0.6354  0.418
H11 0.0245 4.0332 1.1467  0.217
H12 0.6931 5.4962 -0.5896  0.176
H13 -0.1062 -2.8382 5.3015  0.223
H14 2.0659 6.6161 -0.4116  0.202
H15 0.0946 -0.3545 2.3310  0.402
H16 -1.0928 -0.6726 -0.3209  0.400
H17 0.1697 1.1666 -0.6639  0.200
H18 1.2335 2.7460 -2.2122  0.216
H19 4.0332 2.7754 0.3667  0.229
H20 1.5608 1.6244 -6.4784  0.176
H21 -4.0918 -4.7604 0.8795  0.216
H22 1.6712 3.4007 -6.5369  0.199
H23 1.7209 -3.0937 3.4070  0.418
H24 -0.2838 0.5026 -5.5198  0.219
H25 0.2092 -4.5059 4.8170  0.215

=====

Record 2
ORCA calculation (the ωB97M-V functional and the def2-TZVPD basis) on a structure of composition C23H25N8ReS.

Results
ΔE to the lowest compared entry with this formula, charge and spin (kcal per mole): 1.3
Net charge: +1
Largest force on an atom (Eh/bohr): 0.004
LUMO energy (alpha / beta) (eV): -3.25 / -3.63
HOMO-LUMO gap (alpha / beta) (eV): 6.4 / 6.8
Spin multiplicity: 2
Molar mass (g/mol): 631.78

Each line ends with the natural charge from an NBO analysis.
Geometry (Å):
Re1 -1.1242 -0.0844 0.4507  0.884
S1 -2.8061 -0.5741 1.6185  -0.132
N1 -2.2369 -0.2107 -1.3928  -0.488
N2 -1.1356 -2.1757 -2.2683  -0.493
N3 -0.9366 1.9996 0.1894  -0.834
N4 -0.1069 -1.6758 -0.1396  -0.645
N5 1.5027 -1.8752 1.6582  -0.501
N6 -0.1421 4.1928 0.2205  -0.422
N7 0.1566 0.0651 2.1625  -0.489
N8 1.2898 2.4528 -0.3233  -0.421
C1 -0.2744 -2.3604 -1.3463  0.464
C2 -0.1143 1.0452 3.0560  0.052
C3 1.0280 -4.3412 -2.4047  -0.184
C4 -3.2434 0.6766 -1.5669  0.062
C5 2.5990 -4.1631 -0.0501  -0.155
C6 0.9858 -2.2179 0.5413  0.481
C7 1.0887 -0.8543 2.4897  0.372
C8 0.4913 1.1473 4.2808  -0.246
C9 0.7652 -3.4004 -1.4265  -0.020
C10 0.4766 5.1733 -0.6698  -0.412
C11 -4.0674 -0.4446 -3.4877  -0.138
C12 1.7408 -0.7999 3.7295  -0.219
C13 1.5084 1.1152 -0.8418  -0.418
C14 2.8713 -5.1114 -1.0271  -0.185
C15 1.4419 0.1894 4.6307  -0.140
C16 -4.1655 0.6056 -2.5769  -0.242
C17 2.4865 3.1030 0.2051  -0.411
C18 -2.1311 -1.2197 -2.2831  0.375
C19 -1.3390 4.6600 0.8977  -0.422
C20 -3.0450 -1.3452 -3.3388  -0.217
C21 0.0488 2.8584 0.0338  0.673
C22 1.5322 -3.3137 -0.2768  -0.108
C23 2.0979 -5.1988 -2.1863  -0.181
H1 -4.7803 -0.5481 -4.2945  0.235
H2 1.1681 4.6863 -1.3495  0.224
H3 -1.5592 4.0349 1.7615  0.217
H4 -0.8766 1.7468 2.7526  0.209
H5 2.3384 -5.9524 -2.9243  0.228
H6 -0.2973 5.6652 -1.2633  0.210
H7 2.4182 1.1178 -1.4413  0.235
H8 3.6952 -5.7989 -0.8904  0.228
H9 -2.2116 4.6869 0.2339  0.195
H10 1.0116 5.9322 -0.0981  0.213
H11 3.0504 2.3825 0.8015  0.213
H12 3.1251 3.4609 -0.6035  0.211
H13 -3.3135 1.4591 -0.8270  0.193
H14 0.4192 -4.4013 -3.2963  0.239
H15 0.2163 1.9483 4.9513  0.236
H16 2.4724 -1.5669 3.9355  0.246
H17 0.6864 0.8246 -1.4988  0.221
H18 1.6425 0.3796 -0.0415  0.203
H19 -1.1606 5.6728 1.2534  0.232
H20 -4.9487 1.3464 -2.6425  0.236
H21 -1.8289 2.4750 0.2252  0.397
H22 2.2141 3.9372 0.8435  0.226
H23 1.9348 0.2239 5.5929  0.235
H24 3.1875 -4.0878 0.8539  0.237
H25 -2.9053 -2.1771 -4.0128  0.246